1.
147
Properties=species:S:1:pos:R:3:forces:R:3 method="wB97M-V/def2-TZVPD" s2=2.070 homo_energy_ha="-0.3719 / -0.3894" e_lumo_ev="-1.3862 / -4.1757" orbital_gap_ev="8.73 / 6.42" e_above_lowest_ev=0.000 multiplicity=3 charge=+1
Au -0.05027 -0.52890 -2.07351 0.300 -0.628 -0.902
C -0.32143 0.32093 1.53717 -0.090 0.116 0.096
O 0.11195 -0.47478 0.42832 0.123 -0.055 0.105
C 0.83321 -1.60974 0.78592 0.134 -0.045 -0.128
C 2.23147 -1.55792 0.86485 -0.005 -0.029 0.072
C 3.13182 -0.36552 0.54280 0.009 -0.026 -0.060
C 2.60895 1.02798 0.70272 -0.116 0.019 0.070
C 2.83886 1.75915 1.83648 -0.076 0.027 0.093
C 2.29976 3.04690 2.00681 0.009 0.039 0.006
C 1.50903 3.58584 0.97023 0.114 -0.050 0.019
C 1.26070 2.92404 -0.20094 0.110 0.094 0.119
C 0.35567 3.52479 -1.25296 0.031 -0.027 -0.042
C -1.07692 3.47828 -0.76318 -0.034 0.133 0.049
C -1.52514 4.41407 0.16053 0.080 0.001 0.058
C -2.78066 4.34932 0.75806 -0.005 0.042 -0.090
C -3.58238 3.27471 0.40448 0.044 -0.076 0.107
C -3.18502 2.31467 -0.52491 -0.039 0.065 0.154
C -4.06341 1.09053 -0.68423 -0.187 0.024 -0.052
C -3.66226 0.04185 0.31637 0.113 -0.128 0.074
C -4.14436 0.08831 1.60021 0.045 -0.054 0.116
C -3.75831 -0.83793 2.58040 0.027 -0.024 -0.020
C -2.83894 -1.85376 2.21948 -0.149 0.004 0.143
C -2.30135 -1.94747 0.97260 -0.121 0.090 -0.259
C -1.31800 -3.02210 0.62039 -0.036 -0.021 -0.013
C 0.14995 -2.81347 0.95021 0.073 -0.077 0.041
C 0.87942 -3.95558 1.27434 -0.016 -0.036 0.011
C 2.25969 -3.94482 1.39591 0.080 -0.035 -0.021
C 2.90562 -2.73627 1.16601 -0.016 0.071 0.072
C 3.08113 -5.19222 1.72682 -0.054 0.037 -0.048
C 3.92030 -4.93576 2.98515 -0.004 0.020 0.027
C 2.19370 -6.40964 1.97613 -0.017 -0.066 0.018
C 4.01460 -5.50493 0.54906 0.012 0.003 -0.038
C -2.72390 -1.00057 -0.05606 -0.039 -0.070 -0.092
O -2.31533 -1.09742 -1.23703 -0.154 0.044 0.138
C -4.27262 -0.77664 4.01085 0.052 -0.013 -0.091
C -5.24887 0.37693 4.23484 -0.042 0.009 0.007
C -4.98310 -2.09836 4.33953 -0.023 -0.008 0.040
C -3.07542 -0.58815 4.95618 0.022 0.006 0.049
C -1.94953 2.46233 -1.14761 -0.093 -0.053 -0.277
O -1.56019 1.62627 -2.17956 0.102 -0.100 0.290
C -2.43714 1.57461 -3.31112 0.108 0.008 0.008
C -3.22370 5.43296 1.74192 0.027 -0.094 -0.038
C -3.33975 6.76899 0.99766 0.004 0.006 -0.036
C -2.18227 5.56900 2.85821 0.012 0.014 0.068
C -4.57313 5.10606 2.37979 -0.052 0.010 0.022
C 1.86726 1.62119 -0.39229 0.084 0.035 0.072
O 1.80090 1.01192 -1.47899 -0.132 0.366 -0.080
C 2.52331 3.86902 3.26911 -0.004 -0.075 -0.075
C 1.16089 4.23667 3.87512 -0.006 -0.022 0.048
C 3.33220 3.10914 4.31900 0.022 0.009 0.047
C 3.27771 5.15502 2.89803 -0.003 0.021 -0.001
H 0.51383 0.51986 2.20803 0.023 0.053 -0.020
H -1.11143 -0.19381 2.08672 0.132 0.169 -0.007
H -0.69757 1.25399 1.11810 -0.027 0.028 0.071
H 3.46236 -0.49866 -0.49106 -0.022 0.055 -0.044
H 4.01850 -0.45632 1.17297 -0.016 -0.052 -0.013
H 3.42719 1.31419 2.62787 0.009 0.004 0.012
H 1.08258 4.56974 1.10773 0.009 0.042 0.020
H 0.46466 2.98948 -2.19397 0.010 -0.038 0.050
H 0.65220 4.56244 -1.41480 -0.037 0.016 -0.012
H -0.86236 5.23323 0.41283 -0.010 0.013 -0.016
H -4.55159 3.14899 0.86841 -0.020 0.010 -0.010
H -4.05348 0.68319 -1.69034 0.079 -0.063 0.046
H -5.08904 1.38169 -0.45263 -0.022 0.028 -0.102
H -4.84076 0.87427 1.85870 -0.020 -0.008 0.005
H -2.53350 -2.57700 2.96748 0.001 0.011 0.007
H -1.37693 -3.21346 -0.45261 -0.062 0.044 -0.080
H -1.63620 -3.94019 1.11766 0.036 -0.009 -0.002
H 0.33514 -4.88269 1.40016 -0.013 0.022 0.006
H 3.98814 -2.69520 1.21723 -0.011 0.009 0.002
H 3.28219 -4.71082 3.84166 -0.012 -0.003 -0.004
H 4.60778 -4.10015 2.85010 0.005 0.000 -0.007
H 4.51418 -5.81923 3.22595 -0.003 -0.005 -0.005
H 1.50303 -6.24602 2.80558 0.012 0.008 0.013
H 2.81862 -7.26695 2.22996 -0.001 -0.001 0.002
H 1.61172 -6.67975 1.09244 0.012 0.017 -0.008
H 4.69613 -4.67878 0.34214 0.001 0.009 0.008
H 3.44156 -5.70376 -0.35912 -0.015 0.005 0.001
H 4.61839 -6.38746 0.76910 -0.011 -0.003 0.014
H -6.14533 0.27958 3.61989 0.000 -0.015 -0.006
H -4.79234 1.34697 4.02854 0.029 -0.001 0.003
H -5.56433 0.37840 5.27859 -0.010 0.003 -0.003
H -5.80470 -2.28652 3.64693 -0.009 0.016 -0.003
H -5.39383 -2.05031 5.34931 0.008 -0.013 0.004
H -4.30174 -2.94821 4.29704 0.001 -0.002 -0.005
H -2.55532 0.34989 4.74979 -0.009 0.002 -0.023
H -2.35456 -1.40238 4.87563 -0.008 -0.006 -0.010
H -3.42686 -0.55664 5.98892 -0.001 -0.005 0.000
H -3.23471 2.30929 -3.20428 -0.016 -0.013 -0.036
H -2.85398 0.57136 -3.39987 -0.006 0.003 -0.011
H -1.84814 1.80694 -4.19741 -0.002 -0.005 -0.034
H -2.37333 7.08557 0.60176 -0.010 0.004 -0.015
H -3.69920 7.54721 1.67323 0.017 0.009 0.006
H -4.03758 6.69264 0.16240 -0.014 -0.003 0.006
H -1.21279 5.88812 2.47192 -0.050 0.006 -0.017
H -2.04176 4.62266 3.38575 -0.011 -0.004 -0.016
H -2.50480 6.31765 3.58433 -0.009 0.010 -0.005
H -5.37040 5.04037 1.63779 0.000 0.016 -0.019
H -4.84441 5.89624 3.08106 0.007 0.002 0.000
H -4.54481 4.16628 2.93644 0.031 -0.005 -0.003
H 0.59771 3.34088 4.14744 0.007 -0.005 -0.008
H 0.54861 4.82304 3.19118 0.048 -0.022 0.006
H 1.30993 4.83012 4.77871 0.001 0.004 0.009
H 2.84632 2.17650 4.61247 -0.022 0.015 0.007
H 3.42754 3.72652 5.21284 0.010 -0.002 -0.001
H 4.34011 2.87731 3.97118 0.004 0.007 -0.020
H 2.71024 5.76928 2.19765 0.000 -0.005 0.000
H 4.24411 4.92929 2.44487 0.003 -0.017 0.002
H 3.45317 5.74772 3.79712 0.002 0.012 0.002
C 1.39314 -1.39597 -6.65680 -0.001 0.032 -0.018
C 0.53655 -0.89373 -5.49179 -0.050 0.053 -0.035
C -0.94465 -1.16005 -5.77854 -0.042 0.021 0.018
C 0.75224 0.62458 -5.36704 0.021 0.044 -0.021
P 0.99802 -1.65596 -3.85260 -0.179 0.154 0.414
C 2.82278 -1.50373 -3.82590 0.020 -0.025 0.031
C 3.71918 -2.53226 -4.11870 0.008 -0.029 -0.020
C 5.08854 -2.30709 -4.13061 -0.048 0.050 0.027
C 5.59098 -1.04363 -3.85515 -0.029 -0.003 0.009
C 4.71368 -0.00927 -3.56606 -0.029 -0.086 -0.004
C 3.34577 -0.23990 -3.54743 -0.064 0.122 0.001
C 0.52083 -3.46441 -3.73636 -0.041 0.028 0.000
C -0.99925 -3.56524 -3.50922 -0.029 0.021 0.008
C 0.85952 -4.34550 -4.94604 -0.028 -0.021 0.022
C 1.19744 -3.99958 -2.46362 0.024 -0.060 0.035
H 1.10731 -0.84653 -7.55748 0.006 -0.006 -0.002
H 1.25213 -2.45402 -6.86161 -0.016 -0.064 0.015
H 2.45403 -1.21488 -6.48229 0.001 -0.003 0.012
H -1.25294 -0.54309 -6.62539 -0.007 -0.002 -0.004
H -1.58608 -0.91123 -4.92865 0.060 0.013 0.003
H -1.12776 -2.19754 -6.05054 0.017 -0.040 -0.011
H 0.20120 1.12215 -6.16871 0.037 -0.004 -0.026
H 1.80387 0.88753 -5.47804 0.012 -0.012 0.042
H 0.40290 1.02545 -4.41276 -0.052 -0.018 0.000
H 3.36872 -3.52564 -4.34298 -0.013 -0.042 0.007
H 5.76095 -3.12311 -4.35873 0.004 -0.013 -0.002
H 6.65819 -0.86670 -3.86309 0.014 -0.010 -0.009
H 5.09029 0.97984 -3.34189 0.008 0.023 -0.007
H 2.68178 0.57092 -3.28349 0.068 -0.088 -0.102
H -1.56706 -3.43761 -4.42765 0.008 0.027 -0.026
H -1.36898 -2.83900 -2.78360 0.041 -0.020 0.059
H -1.21626 -4.56734 -3.13151 -0.022 -0.008 -0.019
H 0.24829 -4.09003 -5.81041 -0.024 0.039 -0.011
H 0.62577 -5.38190 -4.68832 0.008 0.005 0.008
H 1.90063 -4.31161 -5.25463 0.013 0.010 0.010
H 1.02942 -3.34226 -1.60730 -0.025 0.056 0.017
H 2.27149 -4.13752 -2.56563 0.040 0.024 -0.039
H 0.75452 -4.97019 -2.22621 0.046 -0.013 0.007

2.
13
Properties=species:S:1:pos:R:3:forces:R:3 method="wB97M-V/def2-TZVPD" s2=2.010 homo_energy_ha="-0.2185 / -0.4185" e_lumo_ev="0.4371 / -2.6918" orbital_gap_ev="6.38 / 8.70" e_above_lowest_ev=3.679 multiplicity=3
C -0.15900 0.08071 -0.46754 2.511 -2.740 0.453
C 0.08514 -1.97608 0.48242 -3.150 -1.251 -0.921
C -0.57504 -0.62497 0.74880 -0.833 0.638 0.473
N 0.60100 2.32922 -1.51708 0.151 -0.473 0.260
N 0.35847 2.03296 -0.35342 -1.556 3.788 1.047
O 0.24104 2.65943 0.72920 0.748 -1.205 -1.729
O -0.28980 -0.27109 -1.57241 -1.319 0.498 -2.272
H 1.05403 -1.68568 0.32815 2.866 -0.265 -0.279
H -0.08110 -2.66641 1.29529 0.322 -0.089 0.372
H -0.31636 -2.48309 -0.47630 0.570 1.009 1.568
H -1.65237 -0.64755 0.88263 -0.320 -0.144 0.202
H -0.07688 -0.06383 1.53603 -0.343 -0.387 0.604
H 0.81085 3.31638 -1.61576 0.353 0.621 0.222

3.
10
Properties=species:S:1:pos:R:3:forces:R:3 method="wB97M-V/def2-TZVPD" homo_energy_ha=-0.3578 e_lumo_ev=1.0226 orbital_gap_ev=10.76 e_above_lowest_ev=1.285 multiplicity=1 smiles="CCC=O"
C 1.06034 -0.65787 -0.02660 -2.653 -1.618 2.132
C 0.12689 0.55125 -0.10838 -1.702 1.381 0.570
C -1.40546 0.23835 0.04430 1.591 1.075 0.181
H 1.08504 -0.91298 1.16542 0.169 0.307 -2.962
H 0.52083 -1.58339 -0.55512 1.828 2.004 0.930
H 2.03754 -0.32646 -0.32791 0.444 -0.590 -0.390
H 0.03714 1.11249 -1.10261 0.942 -0.456 1.194
H 0.37864 1.24288 0.76492 -0.274 -0.300 -1.517
H -2.07572 1.23248 0.20780 0.861 -2.154 -0.327
O -1.76524 -0.89674 -0.06182 -1.207 0.350 0.189